No. 1
{"formula": "C4H8O3", "method": "wB97M-V/def2-TZVPD", "relative_energy_kj_mol": 626.11, "multiplicity": 1, "symbols": ["O", "C", "O", "C", "C", "C", "O", "H", "H", "H", "H", "H", "H", "H", "H"], "positions_angstrom": [[1.570, -1.388, -0.722], [1.663, -0.504, 0.381], [2.610, 0.318, 0.343], [0.446, 0.493, 0.338], [-0.967, -0.306, 0.329], [-1.875, 0.630, -0.547], [-1.326, -0.567, 1.520], [1.563, -1.135, 1.292], [0.524, 1.118, 1.221], [0.518, 1.259, -0.440], [-0.831, -1.202, -0.293], [-1.835, 1.685, -0.289], [-1.563, 0.555, -1.582], [-2.889, 0.281, -0.341], [2.392, -1.237, -1.210]], "forces_ev_per_angstrom": [[0.1, 0.2, 0.1], [0.3, -2.9, -0.6], [-0.1, 1.3, 0.0], [0.9, 3.1, 0.5], [-1.5, -2.3, -0.8], [0.2, 0.9, 0.7], [0.4, 0.8, 0.2], [-0.5, 0.3, 0.2], [-0.2, -0.4, 0.6], [0.0, -0.6, -0.6], [0.5, -0.1, 0.0], [0.0, 0.1, 0.3], [-0.1, -0.3, -0.1], [0.1, -0.1, -0.3], [-0.1, -0.1, -0.1]], "nbo_charge": [-0.714, 0.380, -0.466, -0.279, 0.137, -0.596, -0.446, 0.179, 0.242, 0.238, 0.157, 0.214, 0.223, 0.245, 0.486]}

=====

No. 2
{"formula": "C7H14N2", "method": "wB97M-V/def2-TZVPD", "relative_energy_kj_mol": 202.94, "multiplicity": 1, "smiles": "Cc1c[nH]cn1.CCC", "symbols": ["C", "C", "C", "N", "C", "N", "H", "H", "H", "H", "H", "H", "C", "C", "C", "H", "H", "H", "H", "H", "H", "H", "H"], "positions_angstrom": [[-0.061, -2.932, 0.393], [-1.086, -1.934, 0.061], [-1.034, -0.667, -0.627], [-2.304, -0.100, -0.308], [-3.031, -0.952, 0.593], [-2.349, -2.079, 0.712], [-0.233, -3.745, -0.318], [0.044, -3.235, 1.425], [1.008, -2.712, 0.051], [-0.325, -0.478, -1.469], [-2.565, 0.873, -0.544], [-3.936, -0.500, 1.128], [1.213, 2.731, -0.851], [2.026, 1.511, -0.338], [1.296, 0.812, 0.857], [1.569, 3.107, -1.820], [1.364, 3.691, -0.251], [0.034, 2.478, -0.895], [2.083, 0.737, -1.131], [2.984, 1.774, 0.048], [0.267, 1.135, 1.053], [1.113, -0.173, 0.409], [1.922, 0.659, 1.820]], "forces_ev_per_angstrom": [[2.4, -0.7, -2.4], [-2.2, 3.3, 0.3], [-1.9, -3.4, 1.4], [0.2, 0.3, 0.2], [2.2, 1.3, -1.9], [0.7, 1.2, 0.5], [-0.2, -0.8, 0.8], [-0.6, -0.1, 0.1], [-1.4, 0.6, 0.5], [-1.0, 0.6, 1.1], [0.2, -1.2, 0.2], [1.4, -1.4, -1.0], [-1.2, 0.8, 0.3], [-2.0, 0.2, 0.5], [0.7, -1.4, 0.1], [-0.3, -0.6, -0.2], [-0.5, -1.5, -0.1], [2.8, 0.6, 0.0], [0.4, 0.7, 0.3], [0.9, 0.4, -0.4], [0.5, 0.5, 0.2], [0.1, -0.2, 1.0], [-1.1, 0.5, -1.6]], "nbo_charge": [-0.655, 0.097, -0.131, -0.562, 0.168, -0.468, 0.230, 0.239, 0.215, 0.238, 0.412, 0.215, -0.610, -0.412, -0.623, 0.209, 0.210, 0.192, 0.191, 0.210, 0.210, 0.214, 0.210]}

=====

No. 3
{"formula": "H10O5", "method": "wB97M-V/def2-TZVPD", "relative_energy_kj_mol": 279.76, "multiplicity": 1, "smiles": "O.O.O.O.O", "symbols": ["O", "H", "H", "O", "H", "H", "O", "H", "H", "O", "H", "H", "O", "H", "H"], "positions_angstrom": [[-0.620, -0.466, 1.520], [0.342, -0.411, 1.513], [-0.894, 0.119, 0.804], [0.606, 0.924, 0.519], [1.167, 0.710, -0.235], [-0.001, 1.591, 0.178], [-3.031, 0.735, -0.092], [-2.338, 1.020, 0.514], [-3.338, 1.553, -0.499], [2.202, -2.044, 2.433], [2.040, -1.177, 2.046], [1.415, -2.552, 2.207], [0.924, 0.673, -4.170], [0.296, 0.610, -3.441], [0.658, -0.033, -4.770]], "forces_ev_per_angstrom": [[-2.1, -2.4, 1.7], [-1.1, 0.0, 0.2], [0.3, -1.3, 0.6], [2.6, 2.9, -2.5], [0.2, 0.2, -0.2], [0.3, 0.4, 0.0], [0.3, 0.2, -0.1], [-0.5, 0.0, 0.2], [-0.1, -0.1, 0.0], [-0.1, 0.1, -0.2], [0.2, -0.1, 0.2], [0.0, 0.0, 0.1], [-0.1, -0.1, 0.1], [0.0, 0.0, -0.1], [0.1, 0.1, 0.0]], "nbo_charge": [-0.935, 0.467, 0.449, -0.947, 0.484, 0.477, -0.918, 0.451, 0.470, -0.925, 0.453, 0.476, -0.935, 0.463, 0.472]}

=====

No. 4
{"formula": "C27H34FeN3", "method": "wB97M-V/def2-TZVPD", "energy_ha": -2476.90308, "multiplicity": 5, "total_charge": -1, "s2": 6.10, "symbols": ["C", "C", "C", "N", "N", "N", "C", "C", "C", "C", "C", "C", "C", "C", "C", "C", "C", "C", "H", "H", "H", "H", "H", "H", "H", "H", "H", "H", "H", "H", "H", "H", "H", "H", "H", "H", "H", "H", "H", "C", "C", "C", "C", "C", "C", "C", "Fe", "C", "C", "C", "C", "C", "H", "H", "H", "H", "H", "H", "H", "H", "H", "H", "H", "H", "H"], "positions_angstrom": [[1.437, -0.174, -2.490], [0.019, -0.273, -2.974], [-0.192, 0.208, -4.379], [-0.806, 0.556, -2.110], [-1.521, 1.498, -2.702], [-2.260, 2.059, -1.741], [-2.783, 3.460, -2.076], [-3.480, 3.431, -3.429], [-1.583, 4.393, -2.061], [-2.062, 1.404, -0.552], [-2.996, 1.764, 0.514], [-2.525, 2.376, 1.698], [-3.406, 2.840, 2.678], [-4.781, 2.662, 2.526], [-5.286, 2.048, 1.373], [-4.414, 1.606, 0.375], [-1.053, 0.453, -0.747], [-0.550, -0.630, 0.214], [2.073, -0.755, -3.157], [1.751, 0.877, -2.473], [1.496, -0.583, -1.483], [-0.338, -1.305, -2.874], [0.472, -0.336, -5.044], [-1.203, 0.038, -4.739], [0.024, 1.270, -4.488], [-3.499, 3.745, -1.300], [-3.680, 4.459, -3.779], [-2.846, 2.932, -4.176], [-4.447, 2.918, -3.375], [-1.859, 5.413, -2.366], [-1.149, 4.441, -1.055], [-0.822, 4.021, -2.766], [-1.437, 2.496, 1.792], [-3.002, 3.317, 3.574], [-5.466, 3.048, 3.276], [-6.364, 1.882, 1.263], [-4.804, 1.107, -0.526], [-1.109, -0.456, 1.139], [-0.752, -1.634, -0.150], [1.215, 0.057, 1.957], [1.013, -1.123, 1.022], [1.419, -2.435, 1.857], [1.481, -3.756, 1.262], [2.040, -4.717, 2.196], [2.302, -4.016, 3.456], [1.888, -2.630, 3.288], [3.256, -3.181, 1.963], [4.542, -1.689, 1.748], [4.181, -2.274, 0.462], [4.502, -3.690, 0.511], [5.063, -3.978, 1.818], [5.091, -2.744, 2.580], [0.939, 0.972, 1.401], [0.498, -0.024, 2.794], [2.231, 0.173, 2.395], [1.814, -1.141, 0.186], [1.132, -3.946, 0.247], [2.195, -5.783, 2.026], [2.669, -4.486, 4.379], [1.907, -1.870, 4.079], [4.522, -0.632, 1.999], [3.857, -1.729, -0.420], [4.419, -4.392, -0.314], [5.487, -4.927, 2.133], [5.536, -2.616, 3.563]], "forces_ev_per_angstrom": [[0.3, -0.1, -0.1], [-0.6, 0.2, 0.7], [0.4, -0.2, -1.0], [1.0, -1.3, 1.5], [-0.3, 1.3, -2.4], [-1.9, 1.3, -0.4], [0.8, -1.3, 0.6], [-0.1, 0.1, -0.3], [0.3, 0.3, -0.1], [0.7, -0.5, 0.8], [-0.8, 0.2, 1.5], [0.0, -0.2, -0.5], [0.0, -0.3, 0.0], [0.1, 0.2, -0.2], [0.4, -0.2, -0.2], [0.8, 0.0, -0.1], [-0.2, 0.3, 0.4], [0.5, -1.8, 1.4], [0.3, 0.0, 0.1], [0.0, -0.2, -0.1], [0.2, 0.1, -0.2], [0.1, -0.1, -0.1], [0.2, -0.2, -0.1], [-0.1, 0.0, 0.1], [0.0, -0.1, 0.1], [0.2, -0.2, 0.0], [0.1, -0.3, 0.2], [-0.2, 0.1, 0.3], [0.2, -0.1, 0.0], [0.0, -0.2, 0.1], [0.0, 0.0, -0.2], [-0.2, 0.1, 0.3], [-0.5, 0.0, 0.1], [-0.2, -0.1, -0.3], [0.1, -0.2, -0.1], [0.4, 0.1, 0.0], [0.2, 0.3, 0.5], [-0.3, -0.3, -0.3], [-0.8, 0.1, -0.3], [0.1, 0.8, 0.0], [2.0, 0.7, -0.5], [-2.9, -0.1, 0.1], [-1.4, -0.4, 0.4], [-1.8, -0.2, 0.7], [-2.0, -0.3, 0.3], [-1.8, 0.2, -0.2], [-0.1, 0.3, 0.4], [1.7, 0.2, -0.8], [1.9, 0.3, -0.5], [1.9, 0.6, -0.5], [1.7, 0.3, -0.7], [1.6, 0.3, -0.8], [0.3, -0.1, 0.4], [0.3, 0.0, -0.2], [-0.6, -0.3, -0.4], [-1.4, 0.3, 1.3], [0.3, -0.1, 0.2], [0.0, 0.4, 0.0], [-0.2, 0.4, -0.6], [0.1, -0.3, -0.6], [-0.2, -0.3, 0.0], [-0.1, -0.1, 0.3], [-0.2, 0.1, 0.3], [-0.2, 0.2, 0.0], [-0.3, -0.1, -0.2]], "nbo_charge": [-0.608, -0.035, -0.605, -0.213, -0.245, -0.242, -0.026, -0.620, -0.625, 0.091, -0.055, -0.210, -0.203, -0.232, -0.223, -0.202, 0.142, -0.485, 0.206, 0.207, 0.233, 0.189, 0.197, 0.221, 0.224, 0.210, 0.201, 0.236, 0.209, 0.199, 0.214, 0.223, 0.225, 0.211, 0.207, 0.209, 0.219, 0.221, 0.219, -0.632, -0.141, -0.166, -0.331, -0.348, -0.342, -0.353, 0.445, -0.359, -0.358, -0.342, -0.352, -0.348, 0.189, 0.198, 0.220, 0.196, 0.212, 0.217, 0.220, 0.220, 0.215, 0.213, 0.215, 0.214, 0.214]}